Record 1
Entry from the OMol25 dataset: a molecular structure, C33H35F9IrN3O2P2S in a non-equilibrium geometry (ωB97M-V with the def2-TZVPD basis set).

Geometry as XYZ:
```
86
Properties=species:S:1:pos:R:3:forces:R:3:mulliken_charge:R:1
Ir -0.039510 -0.231168 -0.033205 -3.75 1.38 0.14 4.288
C -2.169839 1.846432 -3.372036 0.04 0.05 0.11 -1.549
C -2.676058 2.994834 -2.786651 -0.02 0.01 -0.06 -1.233
C -2.418054 3.240400 -1.444812 -0.07 -0.02 -0.06 -0.619
C -1.658069 2.338223 -0.722225 -0.04 0.20 -0.21 0.320
N -1.174279 1.226370 -1.302408 0.98 -1.64 -0.54 0.302
C -1.423705 0.981059 -2.590472 -0.04 0.14 -0.23 -0.554
C -1.211030 2.559611 0.645091 -0.08 0.24 0.18 0.448
C -1.571331 3.632069 1.442565 0.05 0.09 0.09 -1.032
C -0.911504 3.811661 2.649219 -0.01 0.01 0.04 -1.294
C 0.131765 2.966685 2.992706 -0.04 0.04 -0.01 -0.992
C 0.425108 1.899776 2.158913 -0.16 0.18 0.17 0.206
N -0.296939 1.677503 1.052922 0.70 -1.08 -0.29 0.295
C 1.558169 0.992436 2.327008 0.09 -0.07 0.12 0.956
C 2.607776 1.203892 3.200906 0.04 -0.02 0.10 -0.828
C 3.692309 0.336605 3.179533 0.06 -0.06 0.01 -1.091
C 3.697908 -0.725859 2.290997 -0.08 0.03 0.01 -1.078
C 2.605665 -0.891448 1.457705 0.07 0.05 0.28 -0.808
N 1.567269 -0.049578 1.484211 0.37 -1.33 -1.41 0.784
H -2.330741 1.624603 -4.417812 0.01 -0.01 0.00 0.638
H -3.252802 3.700870 -3.369702 -0.02 0.00 0.02 0.510
H -2.800325 4.135458 -0.975423 0.06 0.02 0.01 0.562
H -0.990086 0.090389 -3.015237 0.06 0.08 0.12 0.598
H -2.325175 4.340961 1.132162 -0.01 -0.04 -0.05 0.595
H -1.182488 4.631986 3.300686 0.02 0.02 -0.03 0.527
H 0.708649 3.150725 3.887310 -0.01 -0.05 0.01 0.576
H 2.606452 2.048386 3.875272 -0.03 0.01 -0.02 0.565
H 4.531833 0.495123 3.843503 -0.01 0.05 0.00 0.523
H 4.534846 -1.407215 2.227276 -0.01 -0.01 0.01 0.650
H 2.553843 -1.710329 0.753950 -0.01 0.05 -0.04 0.518
C -1.101968 -2.428786 -2.695783 0.31 0.07 -0.05 -1.558
P -0.496302 -2.512502 -0.994688 -0.15 0.84 0.46 2.318
C 0.818180 -3.737422 -1.028719 0.30 0.29 0.17 -1.713
C -1.896240 -3.251066 -0.124146 0.44 -0.39 -0.01 0.360
C -2.076248 -4.630496 -0.086121 -0.14 -0.01 -0.08 -1.212
C -3.228561 -5.159854 0.483741 0.06 -0.01 0.04 -0.909
C -4.193904 -4.316969 1.017581 0.01 0.06 -0.05 -1.069
C -3.999666 -2.941062 0.999365 -0.09 -0.03 -0.08 -1.060
C -2.838088 -2.416701 0.442458 -0.23 0.15 0.17 1.037
P -2.550305 -0.640713 0.406228 0.43 -0.27 0.37 1.173
C -3.814826 -0.068623 -0.765986 0.36 0.23 -0.18 -1.354
C -3.141801 0.070189 1.968533 0.33 0.25 -0.07 -1.517
H -1.444732 -3.428109 -2.969882 -0.04 0.01 0.03 0.701
H -0.287906 -2.139187 -3.357860 -0.05 0.00 -0.04 0.366
H -1.929096 -1.729108 -2.798174 -0.07 -0.11 0.03 0.179
H 0.522018 -4.542875 -1.701886 -0.05 -0.03 0.06 0.750
H 1.015174 -4.125808 -0.030371 -0.05 -0.03 0.00 0.362
H 1.719979 -3.278024 -1.427233 -0.03 -0.01 -0.03 0.267
H -1.342248 -5.299932 -0.515310 -0.01 -0.01 0.01 0.475
H -3.374201 -6.231852 0.503324 0.00 0.01 0.00 0.492
H -5.100445 -4.727271 1.442107 0.01 0.00 0.01 0.484
H -4.770059 -2.294609 1.402206 0.02 -0.03 0.06 0.427
H -4.789046 -0.365507 -0.373506 0.04 -0.07 0.05 0.596
H -3.674897 -0.523327 -1.745325 -0.06 -0.04 0.02 0.320
H -3.792069 1.015673 -0.865518 -0.14 -0.04 -0.02 0.445
H -3.983231 -0.508345 2.347967 -0.01 -0.03 -0.06 0.534
H -3.482836 1.087246 1.771122 -0.02 0.00 0.06 0.490
H -2.352803 0.097618 2.716668 -0.04 0.01 0.02 0.244
O -0.562859 -1.731747 1.913226 0.11 -0.20 0.37 -0.613
S -0.576394 -1.715061 3.457516 0.17 -0.26 -0.20 0.163
C 0.910578 -2.612757 4.026613 -0.07 -0.04 0.12 -0.115
C 0.484029 -4.034431 4.380757 -0.01 0.00 0.07 -0.702
C -0.933733 -3.921667 4.930211 0.08 -0.08 -0.04 -0.823
C -1.699144 -3.081052 3.918006 -0.07 0.14 0.19 -0.162
H 1.266370 -2.066904 4.902119 0.01 0.00 -0.01 0.558
H 1.657853 -2.552793 3.238684 -0.04 0.10 -0.02 -0.077
H 1.164059 -4.468431 5.112105 0.04 0.00 -0.04 0.455
H 0.496378 -4.670737 3.493700 0.00 0.02 -0.01 0.252
H -0.927724 -3.436534 5.908272 -0.02 -0.02 0.00 0.353
H -1.397937 -4.899723 5.049905 -0.07 0.04 0.01 0.392
H -2.625199 -2.658770 4.305379 -0.01 0.01 -0.05 0.521
H -1.893832 -3.621043 2.988918 0.06 0.05 -0.04 -0.222
F 2.027271 1.646522 -0.767013 0.18 0.08 0.02 -0.183
C 2.275850 1.383793 -2.070888 -0.18 -0.03 0.08 -0.153
F 1.289641 1.981392 -2.752645 0.04 0.01 -0.11 -0.272
F 3.422538 1.946695 -2.385509 0.01 -0.01 -0.14 -0.259
C 2.261745 -0.164012 -2.309083 0.28 0.71 0.17 1.281
O 1.231832 -0.806544 -1.655142 0.30 0.74 0.26 -0.423
C 3.657730 -0.714569 -1.847213 -0.15 -0.12 0.11 0.018
F 3.536353 -2.002071 -1.488560 0.03 -0.10 -0.10 -0.255
F 4.081323 -0.060755 -0.753343 0.03 0.07 0.06 -0.268
F 4.582027 -0.615998 -2.777144 0.05 0.02 -0.08 -0.233
C 2.097835 -0.419738 -3.840943 -0.25 -0.20 0.10 -0.002
F 2.858265 0.359751 -4.578664 0.13 0.04 -0.02 -0.238
F 2.356123 -1.699469 -4.110323 0.08 -0.06 0.03 -0.255
F 0.815089 -0.202087 -4.193686 -0.02 0.01 -0.09 -0.149
```
Positions in Å, forces in eV/Å.

multiplicity	2
HOMO-LUMO gap (spin up / spin down)	0.2601 / 0.2578	Ha
charge	+3

=====

Record 2
Entry from the OMol25 dataset: 2 unconnected molecules or ions with the total composition C33H35FN2P in a non-equilibrium geometry (ωB97M-V with the def2-TZVPD basis set).

Geometry as XYZ:
```
72
Properties=species:S:1:pos:R:3:forces:R:3:mulliken_charge:R:1
C -6.903937 1.776358 1.488745 -0.34 0.00 0.09 -1.580
C -5.443100 1.618496 1.233349 0.30 0.06 0.11 0.819
C -4.530743 2.290093 2.059673 0.16 -0.39 -0.23 -1.183
C -3.157978 2.158424 1.856390 0.07 0.09 -0.17 1.842
C -2.195954 2.891343 2.747493 -0.06 0.61 0.44 -1.857
C -2.700399 1.369347 0.796014 -0.97 0.03 -0.10 -1.055
N -1.266100 1.298283 0.583974 0.73 1.25 1.86 0.871
P -0.249373 0.793616 1.879327 0.49 -1.26 -3.85 0.068
H 0.252282 -1.477727 -1.223895 0.01 1.01 0.69 -0.109
N 1.098189 1.224590 0.871355 -1.11 1.15 1.40 0.815
C 2.454137 1.222011 1.395238 0.95 -0.09 0.14 -0.608
C 3.525431 0.552689 0.760742 -0.32 0.12 -0.08 0.793
C 3.338182 -0.251958 -0.494262 -0.01 -0.31 -0.25 -1.019
C 4.806576 0.653895 1.315813 -0.75 0.24 0.34 -1.310
C 5.021518 1.429932 2.462645 -0.28 0.05 -0.10 0.697
C 6.390255 1.557332 3.038606 0.31 0.02 0.14 -1.496
C 3.953140 2.109301 3.063642 -0.09 -0.47 -0.24 -1.374
C 2.665583 1.986876 2.544807 -0.10 0.07 -0.30 1.691
C 1.515346 2.729899 3.156397 -0.07 0.31 0.85 -1.251
C 0.720276 2.218685 -0.043075 -0.06 -0.85 -0.06 -0.432
C -0.624164 2.283184 -0.180021 -0.15 -1.01 -0.56 -0.393
C -3.609184 0.719073 -0.061935 0.32 -0.03 -0.01 0.917
C -3.146201 -0.106912 -1.217921 0.05 -0.30 -0.28 -1.245
C -4.979458 0.828350 0.176204 0.38 0.36 0.55 -1.307
H -7.486409 1.214833 0.754087 -0.02 0.19 0.12 0.352
H -7.163243 1.405752 2.487379 0.00 0.09 -0.16 0.349
H -7.173074 2.839345 1.445590 -0.09 -0.27 -0.02 0.360
H -4.881116 2.907178 2.894129 0.04 -0.21 -0.38 0.444
H -1.228615 3.159088 2.291487 -0.32 -0.22 0.01 0.398
H -2.632258 3.858916 3.015024 0.01 -0.17 0.14 0.510
H -2.018396 2.346371 3.686860 0.03 0.15 -0.20 0.363
H 4.294245 -0.699340 -0.798854 -0.32 0.14 0.07 0.335
H 2.629836 -1.074246 -0.346801 0.08 0.10 0.02 0.034
H 2.966247 0.327378 -1.350634 0.07 0.05 0.28 0.392
H 5.625055 0.091369 0.852412 -0.28 0.35 0.19 0.432
H 6.346748 2.192328 3.930118 0.30 -0.13 -0.22 0.352
H 6.794622 0.577450 3.313092 -0.07 0.13 0.04 0.351
H 7.076919 1.981293 2.295398 -0.10 0.05 0.26 0.341
H 4.103561 2.716344 3.963422 0.06 -0.25 -0.40 0.286
H 1.879596 3.215696 4.061748 -0.14 0.10 0.02 0.483
H 1.119682 3.530359 2.507381 0.03 -0.41 0.12 0.274
H 0.684998 2.068139 3.509897 0.64 0.61 -0.16 0.221
H 1.466620 2.802594 -0.563655 -0.01 -0.14 0.06 0.490
H -1.203914 2.921986 -0.836994 0.10 -0.20 0.09 0.499
H -4.001356 -0.437516 -1.819608 0.25 0.11 0.13 0.405
H -2.456366 0.417920 -1.886898 -0.09 0.03 0.16 0.392
H -2.633037 -1.011127 -0.880890 0.00 0.08 -0.01 0.175
H -5.679735 0.273455 -0.459676 0.29 0.36 0.24 0.343
F 5.475784 -3.074498 -2.855580 -1.08 -0.10 0.26 -0.368
C 4.129381 -3.098666 -2.560291 0.63 -0.55 -0.57 0.456
C 3.697215 -3.864736 -1.478042 0.16 0.81 0.09 -0.616
C 2.364631 -3.716776 -1.077815 -0.19 -0.16 -0.59 -0.209
C 1.475180 -2.958845 -1.858842 0.59 -0.06 0.02 0.336
C 0.147469 -2.538028 -1.302060 -0.68 -0.37 -0.48 -0.655
C -1.095969 -2.698457 -2.147606 -0.45 -0.06 0.09 0.455
C -2.127518 -3.573715 -1.797889 0.04 -0.41 -0.33 -0.089
C -3.279746 -3.673423 -2.591527 -0.19 0.53 -0.17 -0.698
C -3.419112 -2.870618 -3.737264 0.32 0.13 0.01 -0.388
C -2.398145 -1.958750 -4.071186 -0.42 -0.02 0.45 -1.047
C -1.299751 -1.830909 -3.219670 0.20 -0.03 -0.62 -0.056
C 1.924119 -2.338705 -3.034603 0.38 -0.17 0.15 -0.259
C 3.264925 -2.404397 -3.405950 -0.05 0.21 0.62 -0.710
H 4.421938 -4.432454 -0.887866 -0.28 0.19 -0.28 0.393
H 2.012523 -4.202894 -0.157463 0.15 0.23 -0.46 0.353
H -0.015729 -2.969278 -0.325291 0.01 -0.09 0.35 0.771
H -2.012116 -4.200135 -0.906260 -0.10 0.17 -0.36 0.379
H -4.114461 -4.322537 -2.301925 0.49 0.16 -0.08 0.378
H -4.332187 -2.907807 -4.352385 0.57 -0.14 0.37 0.391
H -2.497686 -1.297703 -4.942613 -0.01 -0.33 0.45 0.336
H -0.560732 -1.034709 -3.384502 -0.43 -0.37 -0.13 0.360
H 1.246766 -1.721348 -3.630283 0.31 -0.37 0.22 0.193
H 3.628280 -1.811349 -4.246396 0.07 -0.41 0.20 0.416
```
Positions in Å, forces in eV/Å.

HOMO-LUMO gap	0.2451	Ha
charge	+1

=====

Record 3
Entry from the OMol25 dataset: a molecular structure, C33H35IrN3O2Si in a non-equilibrium geometry (ωB97M-V with the def2-TZVPD basis set).

Geometry as XYZ:
```
75
Properties=species:S:1:pos:R:3:forces:R:3:mulliken_charge:R:1
Ir -0.915304 -1.582928 1.004457 0.22 -2.69 -0.14 1.067
C -0.470547 -0.831739 4.295293 -0.02 -0.07 0.07 -1.462
C -0.660136 -1.879788 3.242221 -0.24 0.24 0.32 0.515
C -1.971566 -2.340155 2.895076 0.11 0.33 0.48 -0.889
C -2.151312 -3.492655 2.124113 -0.07 0.35 -0.16 1.123
C -3.532705 -3.997279 1.866073 0.03 -0.03 -0.21 -1.905
C -1.016363 -4.175583 1.619073 -0.10 -0.05 -0.03 -0.761
C 0.260317 -3.719431 1.867355 0.20 -0.03 0.17 1.054
C 1.459082 -4.439959 1.331643 -0.02 0.04 -0.03 -1.846
C 0.432183 -2.548074 2.668992 -0.03 0.53 -0.33 -0.551
H -0.424433 -1.322738 5.270356 -0.01 0.00 -0.01 0.418
H -1.299544 -0.128148 4.307621 0.00 0.00 0.00 0.369
H 0.451638 -0.273814 4.146252 -0.01 0.01 -0.01 0.330
H -2.829642 -1.862797 3.350028 -0.01 0.03 -0.06 0.661
H -3.767693 -4.766107 2.606129 0.01 0.00 0.00 0.404
H -3.613026 -4.445083 0.876873 0.00 0.00 0.00 0.398
H -4.267696 -3.200489 1.954432 0.00 0.00 0.01 0.412
H -1.159641 -5.065804 1.018892 -0.03 0.06 -0.07 0.545
H 1.718483 -5.261815 2.002344 0.01 0.01 0.01 0.413
H 2.324002 -3.781828 1.263904 0.00 0.00 0.00 0.355
H 1.258168 -4.862689 0.348533 0.00 -0.01 0.01 0.419
H 1.432748 -2.223612 2.928470 0.01 0.02 -0.06 0.490
C 2.210201 4.709419 -1.023252 0.01 0.04 -0.05 -0.502
O 3.005865 4.303074 -2.127885 -0.01 0.01 0.00 -0.451
C 2.466330 3.424627 -2.999304 0.01 -0.03 -0.01 0.652
C 1.122030 3.049311 -2.996484 -0.02 0.05 -0.07 -0.194
C 0.686235 2.043648 -3.840547 0.04 -0.01 -0.14 -0.038
C 1.579828 1.410737 -4.708789 0.46 0.03 0.71 -1.065
C 2.887623 1.910699 -4.813772 -0.10 -0.12 0.03 0.053
C 3.332580 2.889214 -3.957123 0.03 0.09 0.03 -0.612
N 1.273669 0.314915 -5.507931 -1.57 0.64 -0.87 -0.661
N 0.207263 -0.362890 -5.333048 1.80 -1.08 -0.82 -0.371
C -0.246193 -0.837970 -4.140445 -0.98 0.44 1.08 -0.022
C -1.560596 -1.327339 -4.129619 0.47 0.31 -0.10 -0.520
C -2.230655 -1.672681 -2.957412 -0.08 -0.15 0.27 -0.820
C -1.573638 -1.595603 -1.745688 -0.26 -0.02 0.08 1.015
O -2.125373 -1.848115 -0.559260 -0.48 0.42 -0.31 -0.630
C -0.204547 -1.277392 -1.751323 0.19 -0.06 -0.03 0.359
N 0.385389 -1.356487 -0.520930 0.48 0.90 -0.09 -0.671
C 1.689959 -1.153689 -0.418159 -0.05 -0.14 0.02 -0.089
C 2.480945 -0.880392 -1.533220 -0.05 0.00 -0.21 -1.536
C 1.890990 -0.744056 -2.770661 0.23 -0.05 0.14 -0.530
C 0.504938 -0.914559 -2.910734 -0.20 -0.21 -0.20 0.252
H 2.881543 5.221158 -0.340528 0.00 0.02 -0.01 0.279
H 1.767213 3.845365 -0.520985 0.01 0.00 0.02 0.063
H 1.420553 5.396134 -1.335553 -0.01 -0.01 0.00 0.333
H 0.411920 3.552253 -2.357188 -0.01 -0.04 0.05 0.552
H -0.357059 1.754638 -3.846222 0.01 0.01 0.08 0.441
H 3.544395 1.486221 -5.562337 0.00 -0.04 0.03 0.482
H 4.346521 3.262909 -4.007110 0.01 -0.02 0.03 0.467
H -2.066914 -1.386743 -5.083668 -0.04 0.10 0.01 0.469
H -3.262085 -1.999187 -2.978480 0.00 0.03 -0.04 0.550
H 2.118809 -1.240267 0.571081 -0.03 0.11 0.02 0.793
H 3.548558 -0.770043 -1.411477 0.00 0.02 0.01 0.481
H 2.500746 -0.521016 -3.634725 0.01 -0.11 0.11 0.775
C -1.160625 1.513969 -0.711444 -0.04 -0.09 -0.27 -1.078
Si -1.529759 0.688127 0.913147 0.28 -0.05 0.47 0.798
C -3.347950 0.822864 1.280261 -0.13 0.06 0.04 -1.391
C -0.503529 1.603786 2.187235 -0.05 0.17 0.06 0.362
C 0.893138 1.542531 2.142392 -0.03 0.04 -0.02 -0.180
C 1.677307 2.237497 3.050721 0.01 -0.02 -0.01 -0.873
C 1.073584 3.016466 4.030697 0.00 0.01 0.01 -0.599
C -0.309304 3.102527 4.087802 -0.01 -0.02 -0.01 -0.648
C -1.087537 2.401373 3.173572 0.03 -0.01 -0.02 -0.354
H -1.480769 2.555758 -0.614537 0.03 0.01 0.00 0.778
H -1.699553 1.072746 -1.552687 -0.01 0.05 0.01 0.346
H -0.095002 1.509372 -0.948235 0.01 0.02 0.01 -0.163
H -3.679448 1.858698 1.164077 -0.03 -0.02 0.01 0.449
H -3.599278 0.502381 2.293633 0.00 -0.01 -0.01 0.316
H -3.912229 0.208405 0.575805 0.00 0.00 0.01 0.331
H 1.378212 0.941623 1.378810 0.02 0.01 -0.01 0.352
H 2.757365 2.177783 2.996299 0.00 0.00 0.00 0.449
H 1.681354 3.560316 4.741995 0.00 0.00 0.00 0.427
H -0.782248 3.720355 4.840386 0.00 -0.01 0.01 0.442
H -2.167784 2.480046 3.234715 0.00 0.01 0.00 0.373
```
Positions in Å, forces in eV/Å.

HOMO-LUMO gap (spin up / spin down)	0.2145 / 0.2138	Ha
charge	+1

=====

The following relative energy (zero: lowest compared OMol25 entry of this formula, charge and spin) values (in kcal/mol) correspond, in order, to the records above: 105.46; 0.00; 14.25.